This record from the Open Molecules 2025 dataset describes a structure of composition C18H8BrN7O10Tc at a distorted geometry. The level of theory is ωB97M-V with the def2-TZVPD basis set.

Structure (XYZ):
```
45
Properties=species:S:1:pos:R:3
Tc 0.98 -0.70 0.11
Br -2.27 1.29 3.19
C -1.47 -0.32 3.79
C -2.01 -0.95 4.89
C -1.43 -2.14 5.30
C -0.36 -2.65 4.59
C 0.10 -1.93 3.50
N -0.43 -0.76 3.12
C 1.22 -2.53 2.67
O 1.79 -3.51 3.05
O 1.50 -1.95 1.50
H -2.86 -0.53 5.41
H -1.83 -2.67 6.16
H 0.11 -3.59 4.83
O -3.09 -1.18 -0.07
C -2.00 -0.90 -0.49
O -0.89 -1.19 0.20
C -1.83 -0.24 -1.82
C -2.97 -0.08 -2.57
C -2.91 0.49 -3.83
C -1.71 0.90 -4.36
C -0.55 0.75 -3.62
C -0.58 0.19 -2.32
O 0.53 0.06 -1.62
N 0.70 1.22 -4.25
O 1.69 1.36 -3.57
O 0.65 1.47 -5.44
N -4.14 0.69 -4.60
O -5.19 0.36 -4.09
O -4.03 1.18 -5.71
H -3.92 -0.40 -2.16
H -1.66 1.35 -5.34
O 2.83 -0.45 -0.25
N 3.78 0.45 -0.36
C 4.85 0.03 -0.89
C 5.05 -1.33 -1.35
N 5.20 -2.43 -1.67
C 5.94 0.96 -1.01
N 6.84 1.67 -1.12
C 0.71 3.45 1.89
C 0.75 2.12 1.33
N 0.80 1.09 0.87
H -0.32 3.75 2.08
H 1.17 4.15 1.19
H 1.27 3.47 2.83
```

Spin multiplicity: 2
HOMO energy (spin up / spin down) in eV: -9.43 / -9.31
LUMO (spin up / spin down) in eV: -3.23 / -2.88
Gap between HOMO and LUMO (spin up / spin down) in eV: 6.2 / 6.4